# 1
DFT (ωB97M-V/def2-TZVPD) results for an isolated molecule of C7H12NP at a distorted geometry.

Structure (XYZ):
```
21
Properties=species:S:1:pos:R:3
C 2.125 -0.569 1.266
C -1.010 -0.938 0.813
C 1.182 0.059 0.575
C 1.497 1.164 -0.527
C 2.898 1.375 -1.063
C -3.129 -1.141 -0.513
C -2.502 -0.762 0.874
N -0.197 0.064 0.724
P 0.078 1.816 -1.036
H 1.858 -1.310 1.976
H 3.134 -0.320 1.249
H -0.660 -1.897 0.875
H 2.891 2.046 -1.821
H 3.480 1.754 -0.280
H 3.391 0.548 -1.633
H -2.679 -0.366 -1.181
H -4.219 -1.129 -0.699
H -3.005 -2.205 -0.788
H -3.052 -1.432 1.672
H -2.710 0.261 1.211
H 0.628 2.981 -1.695
```

Computed properties:
lowest unoccupied orbital energy	0.1552	eV
2S+1	1
electronic energy	-669.896546	a.u.
SMILES	[H]/P=C(\C)C(=C)/N=C/CC
E_HOMO	-8.3	eV
energy relative to the best compared isomer or geometry (same formula, charge and spin)	196.1	kJ/mol

natural (NBO) population analysis, charges in e, atoms 1 to 4:
1. C -0.429
2. C 0.187
3. C 0.124
4. C -0.406

***

# 2
DFT (ωB97M-V/def2-TZVPD) results for C3H6Cl2S2 as an isolated structure at a distorted geometry.

Structure (XYZ):
```
13
Properties=species:S:1:pos:R:3
C 0.957 0.643 -0.293
C 1.680 -0.743 -0.482
C -2.058 -0.402 0.419
S -3.197 0.759 1.051
S -0.645 0.811 -1.098
Cl 3.145 -0.713 0.671
Cl -2.368 -1.881 -0.451
H 0.742 1.086 0.634
H 1.647 1.426 -0.750
H 1.135 -1.562 -0.174
H 1.984 -0.832 -1.590
H -1.230 -0.695 1.211
H -3.859 1.044 -0.072
```

Computed properties:
lowest unoccupied orbital energy	-0.6186	eV
2S+1	1
electronic energy	-1834.577746	a.u.
E_HOMO	-8.8	eV
energy relative to the best compared isomer or geometry (same formula, charge and spin)	199.8	kJ/mol

natural (NBO) population analysis, charges in e, atoms 1 to 4:
1. C -0.589
2. C -0.324
3. C -0.459
4. S 0.117

***

# 3
DFT (ωB97M-V/def2-TZVPD) results for a 10-piece molecular cluster, C3H27N2O9 overall at a distorted geometry.

Structure (XYZ):
```
41
Properties=species:S:1:pos:R:3
C 1.767 -0.537 -3.254
C 2.620 -1.011 -2.079
N 0.714 -0.661 1.087
C 1.283 -1.097 -0.036
N 2.106 -0.481 -0.818
H 1.697 -1.241 -4.080
H 0.736 -0.045 -3.145
H 2.084 0.388 -3.791
H 2.597 -2.114 -2.042
H 3.678 -0.732 -2.160
H 0.603 0.289 1.423
H -0.143 -1.162 1.313
H 0.949 -2.114 -0.197
H 2.383 0.519 -0.775
H -1.194 -3.056 -3.276
H -1.855 -3.071 -2.010
O -0.998 -2.757 -2.372
H -2.205 1.511 4.370
H -1.311 2.230 5.596
O -1.872 2.282 4.820
H 0.735 3.097 0.752
H 2.334 2.979 0.620
O 1.475 2.543 0.491
H -2.622 -4.271 0.145
H -2.887 -2.983 0.865
O -2.631 -3.319 -0.014
H -3.689 -1.986 3.063
H -3.327 -0.772 2.146
O -2.995 -1.613 2.508
H 4.591 2.668 1.052
H 4.909 3.679 0.053
O 4.124 3.327 0.516
H -0.770 0.147 -0.566
H -1.568 -1.143 -0.921
O -1.523 -0.399 -0.309
H -3.829 1.215 0.830
H -2.588 0.236 0.760
O -3.083 0.869 1.327
H 0.289 2.732 -3.228
H 1.029 2.784 -1.945
O 0.729 2.138 -2.604
```

Computed properties:
lowest unoccupied orbital energy	-2.4321	eV
2S+1	1
electronic energy	-916.939884	a.u.
E_HOMO	-13.2	eV
charge	+1
energy relative to the best compared isomer or geometry (same formula, charge and spin)	73.2	kJ/mol

natural (NBO) population analysis, charges in e, atoms 1 to 4:
1. C -0.688
2. C -0.228
3. N -0.729
4. C 0.387

***

# 4
DFT (ωB97M-V/def2-TZVPD) results for an isolated molecule of C6H6O2 at a distorted geometry.

Structure (XYZ):
```
14
Properties=species:S:1:pos:R:3
C -0.600 -0.942 -1.161
C -0.286 -0.069 0.140
C 1.275 -0.171 0.613
C 1.566 1.059 -0.231
C -1.413 -0.053 0.808
C -2.674 -0.421 1.058
H -1.482 -0.531 -1.493
H 1.176 -0.005 1.662
H 1.769 -1.163 0.331
H 2.273 2.055 0.153
H 1.902 0.906 -1.356
H -3.743 -0.359 1.267
O 0.298 -1.685 -1.496
O -0.061 1.380 -0.293
```

Computed properties:
lowest unoccupied orbital energy	0.2263	eV
2S+1	1
electronic energy	-382.458492	a.u.
SMILES	C#C[C@]1(C=O)CCO1
E_HOMO	-9.2	eV
energy relative to the best compared isomer or geometry (same formula, charge and spin)	596.6	kJ/mol

natural (NBO) population analysis, charges in e, atoms 1 to 4:
1. C 0.463
2. C 0.021
3. C -0.441
4. C -0.088